A single C3H2O3 molecule. Source: OMol25; level of theory: ωB97M-V/def2-TZVPD.

Properties
SMILES: O=CC(=O)C=O
Energy above the lowest of the compared OMol25 structures with the same formula, charge and spin (kJ/mol): 152.5
Total charge: 0
Frontier orbital gap (Ha): 0.325
HOMO energy (eV): -10.05
Molecular weight (g/mol): 86.0
Multiplicity: 1

XYZ file:
```
8
Properties=species:S:1:pos:R:3:nbo_charge:R:1
O -0.840 1.973 -0.090 -0.459
O 1.520 0.173 0.959 -0.443
O -0.687 -1.199 -1.315 -0.452
C 0.368 -1.009 -0.765 0.338
C -0.715 0.956 0.540 0.355
C 0.503 0.056 0.320 0.384
H 1.288 -1.589 -0.967 0.142
H -1.437 0.638 1.318 0.135
```

=====

2 unconnected molecules or ions with the total composition C3H2O3. Source: OMol25; level of theory: ωB97M-V/def2-TZVPD.

Properties
Energy above the lowest of the compared OMol25 structures with the same formula, charge and spin (kJ/mol): 7.9
Total charge: 0
Frontier orbital gap (alpha / beta) (Ha): 0.295 / 0.376
HOMO energy (alpha / beta) (eV): -7.24 / -12.26
Molecular weight (g/mol): 86.0
Multiplicity: 3

XYZ file:
```
8
Properties=species:S:1:pos:R:3:nbo_charge:R:1
O 3.136 1.830 0.513 -0.509
O 3.210 1.589 -1.760 -0.515
O 1.249 -0.568 -0.938 -0.493
C 0.162 -0.022 -0.567 0.259
C -0.002 -1.185 -1.458 -0.175
C 3.164 1.739 -0.621 1.023
H -0.019 -2.167 -1.051 0.202
H 0.005 -0.945 -2.572 0.208
```

=====

A molecular structure, C3H2O3Pm. Source: OMol25; level of theory: ωB97M-V/def2-TZVPD.

Properties
Energy above the lowest of the compared OMol25 structures with the same formula, charge and spin (kJ/mol): 0.0
Total charge: +2
Frontier orbital gap (alpha / beta) (Ha): 0.191 / 0.314
HOMO energy (alpha / beta) (eV): -16.87 / -18.82
Molecular weight (g/mol): 231.0
Multiplicity: 6

XYZ file:
```
9
Properties=species:S:1:pos:R:3:lowdin_charge:R:1
Pm -1.757 -1.947 1.367 2.261
O 2.399 0.063 -1.680 0.365
O -1.586 0.251 0.958 -0.326
O 0.297 -1.477 0.318 -0.168
C 0.466 -0.274 -0.101 -0.334
C 1.377 -0.041 -1.159 0.091
C -0.603 0.779 0.217 -0.269
H 0.324 1.311 0.765 0.212
H -0.918 1.336 -0.685 0.167
```

=====

A single C3H2O3S molecule. Source: OMol25; level of theory: ωB97M-V/def2-TZVPD.

Properties
Energy above the lowest of the compared OMol25 structures with the same formula, charge and spin (kJ/mol): 852.9
Total charge: 0
Frontier orbital gap (alpha / beta) (Ha): 0.262 / 0.264
HOMO energy (alpha / beta) (eV): -8.53 / -8.47
Molecular weight (g/mol): 118.1
Multiplicity: 1

XYZ file:
```
9
Properties=species:S:1:pos:R:3:nbo_charge:R:1
S -1.204 0.380 -1.111 1.699
O 0.519 1.195 -1.270 -0.607
O -0.589 -0.748 -0.141 -0.735
O -1.556 -0.100 -2.402 -0.827
C 0.681 0.796 1.304 -0.150
C 0.296 -0.539 0.981 -0.338
C 1.157 1.375 -0.271 0.411
H -0.345 -0.935 1.959 0.260
H 1.040 -1.425 0.950 0.287
```

=====

2 unconnected molecules or ions with the total composition C3H2O3S. Source: OMol25; level of theory: ωB97M-V/def2-TZVPD.

Properties
Energy above the lowest of the compared OMol25 structures with the same formula, charge and spin (kJ/mol): 444.8
Total charge: 0
Frontier orbital gap (Ha): 0.366
HOMO energy (eV): -9.75
Molecular weight (g/mol): 118.1
Multiplicity: 1

XYZ file:
```
9
Properties=species:S:1:pos:R:3:nbo_charge:R:1
S -1.187 1.203 0.239 1.373
O 0.228 0.175 -2.608 -0.499
O -2.335 0.597 0.930 -0.875
O 0.143 1.325 1.301 -0.576
C 0.609 0.865 -1.798 0.472
C 0.256 0.220 0.611 0.154
C 0.663 -1.022 0.465 -0.524
H 0.100 -1.930 -0.069 0.252
H 1.522 -1.433 0.929 0.223
```

=====

A single C3H2O4 molecule. Source: OMol25; level of theory: ωB97M-V/def2-TZVPD.

Properties
SMILES: O=C1OCOC1=O
Energy above the lowest of the compared OMol25 structures with the same formula, charge and spin (kJ/mol): 66.7
Total charge: 0
Frontier orbital gap (Ha): 0.394
HOMO energy (eV): -10.85
Molecular weight (g/mol): 102.0
Multiplicity: 1

XYZ file:
```
9
Properties=species:S:1:pos:R:3:nbo_charge:R:1
O 0.070 1.188 0.309 -0.468
O 1.871 0.386 1.481 -0.484
O 1.118 -2.055 -0.281 -0.501
O -0.554 -0.833 -0.769 -0.443
C 0.908 0.235 0.767 0.667
C 0.568 -1.014 -0.153 0.650
C -0.995 0.485 -0.376 0.211
H -1.776 0.496 0.301 0.177
H -1.209 1.112 -1.280 0.192
```

=====

A single C3H2OS molecule. Source: OMol25; level of theory: ωB97M-V/def2-TZVPD.

Properties
SMILES: C#CC(O)=S
Energy above the lowest of the compared OMol25 structures with the same formula, charge and spin (kJ/mol): 110.6
Total charge: 0
Frontier orbital gap (Ha): 0.328
HOMO energy (eV): -9.20
Molecular weight (g/mol): 86.1
Multiplicity: 1

XYZ file:
```
7
Properties=species:S:1:pos:R:3:nbo_charge:R:1
S -2.058 0.875 0.300 -0.054
O -0.631 -1.256 -0.136 -0.588
C 0.516 0.593 -0.067 -0.097
C 1.703 0.731 -0.125 -0.139
C -0.765 -0.008 -0.029 0.138
H 2.755 0.610 0.044 0.243
H -1.521 -1.544 0.014 0.495
```

=====

A single C3H2OS2 molecule. Source: OMol25; level of theory: ωB97M-V/def2-TZVPD.

Properties
SMILES: O=CC(=S)C=S
Energy above the lowest of the compared OMol25 structures with the same formula, charge and spin (kJ/mol): 182.2
Total charge: 0
Frontier orbital gap (Ha): 0.249
HOMO energy (eV): -9.19
Molecular weight (g/mol): 118.2
Multiplicity: 1

XYZ file:
```
8
Properties=species:S:1:pos:R:3:nbo_charge:R:1
S 0.174 0.242 2.091 0.190
S 1.357 0.065 -1.834 0.188
O -1.606 -0.124 -1.195 -0.460
C -1.258 0.231 -0.086 0.359
C 1.244 -0.316 -0.269 -0.345
C 0.077 0.020 0.495 -0.290
H -1.987 0.719 0.598 0.142
H 2.000 -0.836 0.200 0.216
```

=====

12 unconnected molecules or ions with the total composition C3H30NO11S. Source: OMol25; level of theory: ωB97M-V/def2-TZVPD.

Properties
Energy above the lowest of the compared OMol25 structures with the same formula, charge and spin (kJ/mol): 155.4
Total charge: -1
Frontier orbital gap (Ha): 0.200
HOMO energy (eV): -3.27
Molecular weight (g/mol): 288.3
Multiplicity: 1

XYZ file:
```
46
Properties=species:S:1:pos:R:3:nbo_charge:R:1
S -0.213 0.322 4.159 -0.768
O -0.299 0.070 -2.684 -0.991
O -1.550 -3.225 1.202 -0.965
O 2.360 4.150 -0.394 -0.972
O 2.343 2.526 2.971 -0.986
O 0.581 -2.000 -3.924 -1.003
O -2.101 -2.880 -2.725 -0.961
O 0.954 1.836 -0.944 -1.026
O -1.797 2.088 -0.459 -0.985
O 0.925 -4.664 -1.235 -0.942
O -2.677 -0.561 -0.768 -0.963
O -0.490 4.572 0.991 -0.932
N 1.258 0.173 1.170 -0.716
C -1.015 -0.035 2.446 -0.529
C 0.032 -0.527 1.444 -0.221
C 2.512 -0.575 1.064 -0.407
H 1.687 2.051 3.507 0.503
H 2.718 -1.121 1.999 0.190
H -2.504 -2.584 -3.551 0.470
H -2.533 2.503 -0.898 0.472
H 0.146 1.927 -0.363 0.509
H 2.869 3.398 -0.071 0.472
H 0.232 -1.594 1.672 0.182
H -0.098 4.830 0.150 0.464
H -1.414 4.392 0.788 0.469
H -1.660 -0.848 2.737 0.200
H -2.006 1.163 -0.294 0.514
H 1.518 -4.601 -0.482 0.462
H -0.658 0.546 -3.436 0.485
H 1.830 3.042 2.345 0.474
H -0.446 -0.623 0.425 0.123
H -1.304 -2.353 -2.672 0.489
H 0.114 -4.471 -0.676 0.480
H -2.416 -3.272 0.790 0.478
H 0.289 -1.309 -3.282 0.487
H 2.346 -1.286 0.198 0.172
H 1.377 0.847 1.974 0.412
H -1.935 -1.175 -0.600 0.483
H 0.138 0.639 -2.041 0.521
H -1.622 -3.245 2.162 0.490
H 1.070 -2.665 -3.431 0.473
H -1.582 0.888 2.365 0.216
H 1.314 1.027 -0.470 0.503
H 1.486 3.700 -0.610 0.489
H 3.339 0.103 0.821 0.201
H -3.122 -1.179 -1.373 0.484
```

=====

12 unconnected molecules or ions with the total composition C3H31NO12. Source: OMol25; level of theory: ωB97M-V/def2-TZVPD.

Properties
SMILES: CNCCO.O.O.O.O.O.O.O.O.O.O.O
Energy above the lowest of the compared OMol25 structures with the same formula, charge and spin (kJ/mol): 480.8
Total charge: 0
Frontier orbital gap (Ha): 0.342
HOMO energy (eV): -9.06
Molecular weight (g/mol): 273.3
Multiplicity: 1

XYZ file:
```
47
Properties=species:S:1:pos:R:3:nbo_charge:R:1
O 2.185 0.612 1.811 -1.017
O 0.884 -0.724 -1.740 -0.981
O -0.739 2.415 3.080 -0.974
O 2.862 2.178 -0.078 -1.003
O 0.648 1.927 -1.404 -1.017
O 2.744 -1.475 0.272 -0.977
O 3.308 2.125 -3.073 -0.957
O -1.300 0.016 4.228 -0.999
O -2.277 -2.908 0.861 -0.731
O 0.678 3.085 0.997 -0.974
O -1.161 -3.856 -1.812 -0.944
O 1.271 -3.842 -1.174 -1.007
N -1.800 -0.101 -0.814 -0.674
C -2.189 -1.560 1.044 -0.076
C -2.336 0.894 -1.902 -0.419
C -2.864 -0.586 0.015 -0.251
H 2.835 0.573 2.511 0.477
H 2.519 -2.423 0.395 0.505
H -1.411 -3.094 -2.420 0.488
H 1.219 2.278 1.073 0.510
H 2.971 1.862 -2.050 0.481
H 3.430 1.271 -3.404 0.461
H 3.140 3.116 0.049 0.503
H 0.108 -1.047 -1.241 0.482
H 0.097 2.978 0.270 0.481
H -1.278 -3.540 -0.930 0.499
H -1.874 1.766 -1.583 0.178
H -3.440 1.021 -1.910 0.196
H 1.152 -4.660 -0.818 0.461
H 0.936 0.162 -1.702 0.481
H -2.526 -1.569 2.048 0.194
H 2.944 1.621 0.697 0.514
H 2.453 -0.296 1.246 0.529
H 0.090 2.582 -1.863 0.484
H 2.539 -1.643 -0.692 0.532
H -0.977 0.316 -0.450 0.382
H -0.850 -0.283 5.003 0.479
H -1.126 -1.417 1.098 0.180
H -2.014 0.562 -2.875 0.205
H 0.426 -3.587 -1.669 0.496
H -3.328 0.275 0.579 0.170
H 1.474 2.371 -1.024 0.514
H -1.183 3.234 3.264 0.466
H -0.234 2.652 2.344 0.486
H -3.160 -3.149 0.550 0.468
H -3.702 -0.934 -0.611 0.196
H -1.144 0.801 3.805 0.504
```

=====

12 unconnected molecules or ions with the total composition C3H32NO11. Source: OMol25; level of theory: ωB97M-V/def2-TZVPD.

Properties
Energy above the lowest of the compared OMol25 structures with the same formula, charge and spin (kJ/mol): 532.5
Total charge: +1
Frontier orbital gap (Ha): 0.404
HOMO energy (eV): -13.36
Molecular weight (g/mol): 258.3
Multiplicity: 1

XYZ file:
```
47
Properties=species:S:1:pos:R:3:nbo_charge:R:1
O -1.796 -0.794 3.837 -0.965
O -1.513 2.121 -2.334 -0.987
O -0.917 -2.655 1.494 -1.003
O -1.451 3.790 0.997 -0.971
O 3.100 -1.542 1.984 -0.936
O 0.845 -1.120 -3.877 -0.956
O 3.629 -2.062 -1.505 -0.958
O -3.042 2.242 -0.113 -0.946
O -0.594 1.434 2.831 -0.925
O 1.323 -3.613 -0.171 -0.953
O 0.883 3.857 -0.749 -0.963
N 0.431 -0.188 -1.196 -0.544
C -1.952 -0.619 -0.848 -0.690
C 1.800 -0.275 -0.598 -0.458
C -0.580 -0.996 -0.431 -0.245
H 3.892 -1.429 2.606 0.479
H 0.643 3.879 -1.655 0.492
H -0.602 3.398 1.239 0.485
H -1.379 4.706 0.890 0.502
H -0.396 -1.043 0.720 0.258
H -2.398 2.441 0.455 0.476
H 1.746 4.014 -0.580 0.473
H -0.972 -3.614 1.765 0.490
H -0.037 0.735 -1.214 0.445
H 2.468 -1.331 2.603 0.464
H 0.890 -4.508 -0.181 0.477
H -2.779 -0.983 3.682 0.480
H 1.568 -0.610 -4.402 0.501
H -3.812 2.064 0.334 0.482
H -1.720 -0.047 4.370 0.494
H 0.894 -3.200 0.535 0.479
H -0.415 -1.994 -0.666 0.224
H -1.916 2.161 -1.503 0.494
H 0.067 -1.028 -4.427 0.489
H 2.037 -1.232 0.033 0.272
H -2.711 -1.387 -0.636 0.242
H 2.551 -0.317 -1.399 0.255
H 3.062 -2.813 -1.669 0.483
H 1.970 0.578 0.058 0.214
H -2.371 0.216 -0.326 0.230
H -2.237 -0.373 -1.939 0.238
H -0.424 2.326 3.082 0.468
H 0.523 -0.551 -2.162 0.469
H 4.125 -2.426 -0.684 0.483
H -2.053 2.394 -3.012 0.482
H -1.286 -2.168 2.335 0.521
H -1.292 1.531 2.230 0.460
```

=====

14 unconnected molecules or ions with the total composition C3H32NO16. Source: OMol25; level of theory: ωB97M-V/def2-TZVPD.

Properties
Energy above the lowest of the compared OMol25 structures with the same formula, charge and spin (kJ/mol): 69.2
Total charge: -1
Frontier orbital gap (Ha): 0.324
HOMO energy (eV): -6.64
Molecular weight (g/mol): 338.3
Multiplicity: 1

XYZ file:
```
52
Properties=species:S:1:pos:R:3:nbo_charge:R:1
O -3.529 1.818 0.067 -0.945
O -0.012 2.688 3.944 -0.955
O -0.361 1.193 -3.931 -0.777
O 3.036 -0.121 2.132 -0.929
O -1.632 -2.903 1.533 -0.988
O 0.855 -1.601 2.806 -1.026
O 0.489 0.373 0.758 -0.825
O 1.417 2.931 1.188 -0.938
O 2.306 -0.995 -2.507 -0.933
O -3.634 -0.933 0.718 -0.932
O 3.268 0.003 -0.435 -0.994
O -1.215 0.126 2.988 -0.966
O 0.833 3.656 -1.808 -0.985
O -1.203 -2.732 -1.737 -0.939
O 2.627 -3.150 0.529 -0.935
O 0.935 1.052 -1.273 -0.821
N -1.024 -0.084 -0.856 -0.729
C -1.583 0.993 -3.152 -0.089
C -1.421 -0.268 -2.293 -0.243
C 0.245 0.458 -0.430 0.919
H 2.834 0.731 -0.926 0.513
H -1.257 -3.805 1.261 0.482
H -2.831 1.330 -0.535 0.478
H -2.046 -0.081 2.509 0.439
H 0.671 2.694 -1.473 0.489
H -1.543 -0.619 -0.181 0.396
H -1.866 1.884 -2.634 0.173
H -2.417 -0.620 -2.290 0.203
H 1.790 -1.560 -2.036 0.464
H -0.629 -0.936 -2.658 0.214
H -2.321 0.836 -3.953 0.166
H 0.169 1.907 4.306 0.462
H 3.559 -0.732 1.794 0.464
H 3.863 -0.358 -1.031 0.474
H 0.356 1.240 -3.083 0.505
H -3.456 -1.866 0.969 0.485
H -1.747 -2.775 -0.871 0.485
H 1.732 -2.679 0.533 0.478
H 0.065 -1.072 2.835 0.468
H 0.612 2.425 1.201 0.483
H 1.996 2.242 1.105 0.458
H 1.566 3.730 -1.178 0.460
H 1.743 -0.957 -3.385 0.470
H -1.630 -3.373 -2.242 0.460
H -3.101 -0.412 1.399 0.451
H 0.589 2.875 3.193 0.485
H -0.890 -2.425 1.866 0.505
H -0.569 0.229 2.157 0.507
H 1.609 -0.975 2.599 0.501
H 3.047 -2.331 0.736 0.455
H 2.648 0.449 1.514 0.501
H -2.945 2.500 0.260 0.457
```